(1)
Entry from the Open Molecules 2025 dataset: a 5-piece molecular cluster, C22H40ClF8NO6 overall (ωB97M-V/def2-TZVPD).

Each atom is followed by the atoms it is bonded to, with distances in Å.
Positions of all 78 atoms, in Å:
1 N 0.67474 1.26328 4.64388  C2 1.475, H23 1.034, H24 1.030
2 C 0.30463 0.97627 3.24574  N1 1.475, C3 1.631, C14 1.625, H25 1.149
3 C 1.48402 0.83556 2.12726  C2 1.631, C4 1.589, O11 1.472, H26 1.156
4 C 2.89233 0.25455 2.58061  C3 1.589, F5 1.417, F6 1.432, C7 1.619
5 F 3.62733 1.31543 3.16651  C4 1.417
6 F 2.73858 -0.85956 3.46661  C4 1.432
7 C 3.78560 -0.29779 1.34793  C4 1.619, F8 1.408, F9 1.415, F10 1.420
8 F 3.02071 -0.76004 0.26014  C7 1.408
9 F 4.75670 0.64090 0.92553  C7 1.415
10 F 4.49003 -1.42981 1.83776  C7 1.420
11 O 1.44957 2.19152 1.55620  C3 1.472, C12 1.451
12 C 0.06642 2.32529 1.13986  O11 1.451, O13 1.235, C14 1.603
13 O -0.31151 2.66170 0.01336  C12 1.235
14 C -0.71753 1.99529 2.49916  C2 1.625, C12 1.603, Cl15 1.867, C16 1.601
15 Cl -0.85248 3.69837 3.25196  C14 1.867
16 C -2.25161 1.53696 2.46372  C14 1.601, C17 1.609, H27 1.143, H28 1.153
17 C -2.66658 0.65312 1.18519  C16 1.609, C18 1.619, H29 1.138, H30 1.150
18 C -2.76428 -0.91223 1.58555  C17 1.619, F19 1.418, C20 1.424
19 F -1.63045 -1.70430 1.27299  C18 1.418
20 C -3.96493 -1.40371 2.17170  C18 1.424, F21 1.427, F22 1.423
21 F -4.70996 -2.48060 1.60393  C20 1.427
22 F -4.48602 -0.79132 3.34554  C20 1.423
23 H 1.47732 0.69295 4.95846  N1 1.034
24 H 0.95577 2.24329 4.78784  N1 1.030
25 H -0.25583 -0.02201 3.14837  C2 1.149
26 H 0.97356 0.24619 1.27385  C3 1.156
27 H -2.88701 2.48696 2.44860  C16 1.143
28 H -2.46482 0.88550 3.39100  C16 1.153
29 H -2.02052 0.80952 0.26208  C17 1.138
30 H -3.74325 0.94490 0.90450  C17 1.150
31 C 7.51700 4.07144 -0.55442  C32 1.521, H35 1.095, H36 1.093, H37 1.093
32 C 7.82179 2.79650 -1.32537  C31 1.521, C33 1.521, O34 1.426, H38 1.093
33 C 6.77943 2.53855 -2.40227  C32 1.521, H39 1.095, H40 1.093, H41 1.093
34 O 7.85458 1.69318 -0.42318  C32 1.426, H42 0.967
35 H 6.54786 3.99996 -0.04977  C31 1.095
36 H 8.26709 4.23834 0.22327  C31 1.093
37 H 7.50158 4.94014 -1.21770  C31 1.093
38 H 8.81202 2.87148 -1.78283  C32 1.093
39 H 5.78506 2.41449 -1.96116  C33 1.095
40 H 7.00443 1.61395 -2.94040  C33 1.093
41 H 6.74194 3.36128 -3.12093  C33 1.093
42 H 6.98193 1.61802 -0.01263  O34 0.967
43 C -3.03812 -4.20047 -0.76852  C44 1.520, H47 1.095, H48 1.093, H49 1.093
44 C -4.27942 -4.41484 -1.61994  C43 1.520, C45 1.521, O46 1.427, H50 1.094
45 C -4.92026 -5.76422 -1.33464  C44 1.521, H51 1.095, H52 1.094, H53 1.093
46 O -3.92720 -4.33991 -3.00038  C44 1.427, H54 0.966
47 H -2.28194 -4.96327 -0.98081  C43 1.095
48 H -2.58154 -3.23234 -0.99203  C43 1.093
49 H -3.27936 -4.23572 0.29657  C43 1.093
50 H -5.00116 -3.61662 -1.42489  C44 1.094
51 H -4.22936 -6.58122 -1.56695  C45 1.095
52 H -5.80454 -5.90968 -1.96139  C45 1.094
53 H -5.21751 -5.84640 -0.28613  C45 1.093
54 H -3.28892 -5.04195 -3.18369  O46 0.966
55 C -6.27897 -4.22970 -4.92136  C56 1.520, H59 1.096, H60 1.091, H61 1.092
56 C -6.89070 -5.57304 -5.28482  C55 1.520, C57 1.521, O58 1.427, H62 1.094
57 C -7.05024 -5.72003 -6.79017  C56 1.521, H63 1.095, H64 1.093, H65 1.093
58 O -8.16638 -5.69899 -4.65849  C56 1.427, H66 0.966
59 H -6.91881 -3.40588 -5.25610  C55 1.096
60 H -6.18095 -4.13356 -3.83884  C55 1.091
61 H -5.29181 -4.11038 -5.37320  C55 1.092
62 H -6.25955 -6.37983 -4.90170  C56 1.094
63 H -7.71634 -4.94825 -7.18914  C57 1.095
64 H -7.50126 -6.68523 -7.03607  C57 1.093
65 H -6.08565 -5.64502 -7.29869  C57 1.093
66 H -8.73208 -4.98986 -4.99075  O58 0.966
67 C 4.53414 6.33423 3.46262  C68 1.521, H71 1.095, H72 1.093, H73 1.093
68 C 3.88061 5.01074 3.09702  C67 1.521, C69 1.521, O70 1.427, H74 1.094
69 C 3.71255 4.87381 1.59186  C68 1.521, H75 1.095, H76 1.093, H77 1.093
70 O 2.60367 4.92200 3.72758  C68 1.427, H78 0.966
71 H 3.91896 7.17760 3.13247  C67 1.095
72 H 4.63844 6.42430 4.54721  C67 1.093
73 H 5.52363 6.42512 3.00738  C67 1.093
74 H 4.48792 4.18393 3.47569  C68 1.094
75 H 3.06910 5.66698 1.19718  C69 1.095
76 H 3.23183 3.92408 1.34427  C69 1.093
77 H 4.67784 4.92120 1.08085  C69 1.093
78 H 2.05813 5.64893 3.39957  O70 0.966

Results
- Highest occupied orbital energy: -9.546 eV
- F_max: 4.68 eV/A
- Electronic energy: -71494.18455 eV
- Structure (SMILES): N[C@@H]1[C@H](C(F)(F)C(F)(F)F)OC(=O)[C@@]1(Cl)CCC(F)=C(F)F.CC(C)O.CC(C)O.CC(C)O.CC(C)O

---

(2)
Entry from the Open Molecules 2025 dataset: a 10-piece molecular cluster, C22H40F8N2O28PS5 overall (ωB97M-V/def2-TZVPD).

Each atom is followed by the atoms it is bonded to, with distances in Å.
Positions of all 106 atoms, in Å:
1 P 0.81387 0.63213 -0.30937  F2 1.632, F3 1.660, F4 1.612, F5 1.634, F6 1.583, F7 1.616
2 F 0.66127 1.43542 -1.72121  P1 1.632
3 F 1.80658 -0.44854 -1.08507  P1 1.660
4 F 2.11025 1.53672 0.00439  P1 1.612
5 F 1.10755 -0.30959 0.99274  P1 1.634
6 F -0.13964 1.58920 0.51583  P1 1.583
7 F -0.43604 -0.28159 -0.77386  P1 1.616
8 C -1.38691 0.94105 3.46737  C9 1.519, H13 1.094, H14 1.085, H15 1.090
9 C -2.72051 1.48611 2.98729  C8 1.519, O10 1.231, N11 1.372
10 O -3.16935 2.60623 3.23070  C9 1.231
11 N -3.53901 0.49303 2.51150  C9 1.372, C12 1.464, H16 1.014
12 C -4.95211 0.70075 2.18898  N11 1.464, H17 1.086, H18 1.091, H19 1.091
13 H -1.58948 0.33882 4.35739  C8 1.094
14 H -0.72325 1.76021 3.72388  C8 1.085
15 H -1.01719 0.21243 2.74554  C8 1.090
16 H -3.28207 -0.48672 2.55960  N11 1.014
17 H -5.23496 1.72316 1.95737  C12 1.086
18 H -5.55847 0.36190 3.02965  C12 1.091
19 H -5.07311 0.10586 1.28270  C12 1.091
20 C -2.49000 -2.74872 -6.42623  C21 1.515, H25 1.090, H26 1.087, H27 1.089
21 C -1.82272 -2.30287 -5.14124  C20 1.515, O22 1.222, N23 1.353
22 O -1.36625 -3.10444 -4.33945  C21 1.222
23 N -1.82500 -0.96662 -4.92986  C21 1.353, C24 1.441, H28 1.005
24 C -1.38346 -0.26790 -3.74973  N23 1.441, H29 1.088, H30 1.094, H31 1.085
25 H -3.11187 -1.95304 -6.83763  C20 1.090
26 H -3.12327 -3.60427 -6.20754  C20 1.087
27 H -1.73980 -3.00198 -7.17437  C20 1.089
28 H -2.07975 -0.43105 -5.74142  N23 1.005
29 H -1.96886 0.63732 -3.60269  C24 1.088
30 H -0.33274 0.02683 -3.82214  C24 1.094
31 H -1.43675 -0.87763 -2.85425  C24 1.085
32 C -3.62850 -3.21995 -2.28570  C33 1.516, O37 1.419, H39 1.096, H40 1.084
33 C -3.45975 -2.15813 -1.21679  C32 1.516, O34 1.405, F38 1.394, H41 1.090
34 O -4.11422 -2.68844 -0.09226  C33 1.405, C35 1.368
35 C -4.76345 -3.83921 -0.44671  O34 1.368, O36 1.178, O37 1.349
36 O -5.30840 -4.58035 0.28836  C35 1.178
37 O -4.67490 -4.03379 -1.77900  C32 1.419, C35 1.349
38 F -4.11981 -0.98829 -1.59144  C33 1.394
39 H -2.70105 -3.80367 -2.31921  C32 1.096
40 H -3.74349 -2.84053 -3.29453  C32 1.084
41 H -2.42520 -1.90341 -0.98807  C33 1.090
42 C 4.21793 -1.35590 0.87795  C43 1.513, O47 1.435, H49 1.087, H50 1.092
43 C 5.47115 -1.65141 0.08274  C42 1.513, O44 1.425, F48 1.355, H51 1.094
44 O 6.45175 -1.14583 0.98437  C43 1.425, C45 1.367
45 C 6.01780 -1.51968 2.22555  O44 1.367, O46 1.177, O47 1.357
46 O 6.68295 -1.61291 3.19245  C45 1.177
47 O 4.67013 -1.67932 2.20130  C42 1.435, C45 1.357
48 F 5.55910 -0.98530 -1.09369  C43 1.355
49 H 3.36196 -1.95609 0.57845  C42 1.087
50 H 3.92873 -0.30391 0.82496  C42 1.092
51 H 5.59398 -2.71736 -0.13291  C43 1.094
52 C -2.41789 3.75675 -1.14853  C53 1.515, O58 1.423, H59 1.092, H60 1.088
53 C -3.25054 2.99119 -0.14119  C52 1.515, O54 1.439, H61 1.092, H62 1.085
54 O -4.55523 3.58282 -0.27474  C53 1.439, S55 1.618
55 S -4.41855 5.17145 -0.55116  O54 1.618, O56 1.416, O57 1.419, O58 1.607
56 O -4.35840 5.87564 0.67612  S55 1.416
57 O -5.37383 5.55079 -1.52884  S55 1.419
58 O -2.97541 5.06224 -1.24940  C52 1.423, S55 1.607
59 H -2.30393 3.29062 -2.12986  C52 1.092
60 H -1.38479 3.83211 -0.81733  C52 1.088
61 H -2.92768 3.21167 0.87824  C53 1.092
62 H -3.31331 1.91959 -0.30210  C53 1.085
63 C 1.68648 -3.50741 -2.26743  C64 1.512, O69 1.438, H70 1.084, H71 1.094
64 C 0.49770 -3.45432 -1.33480  C63 1.512, O65 1.414, H72 1.087, H73 1.092
65 O 0.05849 -4.79525 -1.24487  C64 1.414, S66 1.625
66 S 1.31139 -5.82431 -1.34951  O65 1.625, O67 1.416, O68 1.419, O69 1.627
67 O 1.01377 -6.75863 -2.37151  S66 1.416
68 O 1.68596 -6.28782 -0.06153  S66 1.419
69 O 2.37618 -4.68995 -1.82654  C63 1.438, S66 1.627
70 H 2.34752 -2.64993 -2.20962  C63 1.084
71 H 1.34357 -3.72609 -3.28285  C63 1.094
72 H -0.32748 -2.87700 -1.74432  C64 1.087
73 H 0.81538 -3.00884 -0.38982  C64 1.092
74 C 0.65082 -3.30923 2.28089  C75 1.522, O80 1.436, H81 1.090, H82 1.089
75 C 0.47370 -2.96614 3.75313  C74 1.522, O76 1.442, H83 1.089, H84 1.084
76 O -0.72289 -3.65237 4.17345  C75 1.442, S77 1.584
77 S -1.76392 -3.66345 2.98023  O76 1.584, O78 1.429, O79 1.410, O80 1.625
78 O -2.48124 -2.42751 3.01381  S77 1.429
79 O -2.46282 -4.88472 2.89366  S77 1.410
80 O -0.65897 -3.63036 1.78872  C74 1.436, S77 1.625
81 H 1.28821 -4.17077 2.08353  C74 1.090
82 H 1.05217 -2.43763 1.76522  C74 1.089
83 H 0.27049 -1.90583 3.89695  C75 1.089
84 H 1.27189 -3.34660 4.38032  C75 1.084
85 C 2.81157 2.93605 2.57803  C86 1.532, O91 1.431, H92 1.089, H93 1.083
86 C 3.99836 2.34716 3.34816  C85 1.532, O87 1.433, H94 1.089, H95 1.090
87 O 3.67329 2.46959 4.73831  C86 1.433, S88 1.598
88 S 2.38256 3.37981 4.98074  O87 1.598, O89 1.416, O90 1.420, O91 1.613
89 O 2.70127 4.46026 5.83886  S88 1.416
90 O 1.25726 2.56759 5.28101  S88 1.420
91 O 2.31694 3.93974 3.46995  C85 1.431, S88 1.613
92 H 2.07830 2.15936 2.36507  C85 1.089
93 H 3.09965 3.42643 1.65599  C85 1.083
94 H 4.94198 2.86420 3.18276  C86 1.089
95 H 4.10757 1.28028 3.15485  C86 1.090
96 C 2.82949 4.13404 -1.27097  C97 1.555, O102 1.427, H103 1.089, H104 1.084
97 C 3.05144 4.96626 -2.56557  C96 1.555, O98 1.447, H105 1.088, H106 1.087
98 O 3.49526 6.26320 -2.10350  C97 1.447, S99 1.588
99 S 3.82373 6.31272 -0.55024  O98 1.588, O100 1.413, O101 1.428, O102 1.574
100 O 3.38085 7.54972 -0.03002  S99 1.413
101 O 5.18585 5.95722 -0.31246  S99 1.428
102 O 2.94042 5.06040 -0.19126  C96 1.427, S99 1.574
103 H 3.62171 3.40511 -1.10662  C96 1.089
104 H 1.88005 3.62008 -1.37105  C96 1.084
105 H 2.12534 5.22753 -3.07286  C97 1.088
106 H 3.83666 4.58376 -3.21215  C97 1.087

Results
- Energy relative to the best compared isomer or geometry (same formula, charge and spin): 0.0 kJ/mol
- Total charge: -1
- Highest occupied orbital energy: -7.370 eV
- F_max: 2.54 eV/A
- Electronic energy: -168984.79519 eV

---

(3)
Entry from the Open Molecules 2025 dataset: a 3-piece molecular cluster, C22H40N2O7 overall (ωB97M-V/def2-TZVPD).

Each atom is followed by the atoms it is bonded to, with distances in Å.
Positions of all 71 atoms, in Å:
1 N 2.66525 -2.41919 0.85889  C2 1.483, H14 1.027, H15 1.028
2 C 2.19300 -1.01428 0.92083  N1 1.483, C3 1.606, N13 1.505, H16 1.124
3 C 0.74915 -0.76712 0.26278  C2 1.606, C4 1.571, H17 1.120, H18 1.121
4 C -0.14372 -1.35934 1.41128  C3 1.571, C5 1.557, C11 1.581, H19 1.130
5 C -1.68918 -1.43889 1.24111  C4 1.557, C6 1.483, C10 1.472
6 C -2.20404 -2.52584 0.37281  C5 1.483, C7 1.458, H20 1.122
7 C -3.64673 -2.66520 0.21796  C6 1.458, C8 1.479, H21 1.121
8 C -4.60282 -1.76422 0.89658  C7 1.479, C9 1.460, H22 1.113
9 C -4.10538 -0.68268 1.74225  C8 1.460, C10 1.483, H23 1.118
10 C -2.63949 -0.53443 1.90851  C5 1.472, C9 1.483, H24 1.113
11 C 0.48993 -0.58170 2.63343  C4 1.581, O12 1.206, N13 1.435
12 O -0.07393 -0.07638 3.57212  C11 1.206
13 N 1.89443 -0.64610 2.34876  C2 1.505, C11 1.435, H25 1.031
14 H 2.17295 -2.96667 1.57556  N1 1.027
15 H 3.64288 -2.43821 1.17500  N1 1.028
16 H 2.97237 -0.34638 0.46172  C2 1.124
17 H 0.77949 -1.26210 -0.74142  C3 1.120
18 H 0.72496 0.33181 0.04496  C3 1.121
19 H 0.13978 -2.45007 1.48934  C4 1.130
20 H -1.50335 -3.22883 -0.14999  C6 1.122
21 H -4.07255 -3.48538 -0.41650  C7 1.121
22 H -5.70563 -1.88443 0.80706  C8 1.113
23 H -4.81361 -0.00603 2.28028  C9 1.118
24 H -2.28958 0.29336 2.56545  C10 1.113
25 H 2.24521 0.27923 2.63860  N13 1.031
26 C 0.59890 5.96521 3.22721  O27 1.412, H35 1.095, H36 1.090, H37 1.096
27 O 1.53756 5.35052 4.08367  C26 1.412, C28 1.423
28 C 1.31695 3.95538 4.26001  O27 1.423, C29 1.521, H38 1.098, H39 1.095
29 C 2.62972 3.18654 4.27276  C28 1.521, O30 1.429, H40 1.095, H41 1.091
30 O 3.29443 3.10587 3.01060  C29 1.429, C31 1.427
31 C 3.83952 4.31645 2.48802  O30 1.427, C32 1.523, H42 1.088, H43 1.095
32 C 5.02610 4.87395 3.26296  C31 1.523, O33 1.421, H44 1.097, H45 1.094
33 O 4.61558 5.41244 4.51239  C32 1.421, C34 1.414
34 C 5.51368 5.12655 5.56600  O33 1.414, H46 1.095, H47 1.091, H48 1.094
35 H -0.34966 6.12162 3.75065  C26 1.095
36 H 0.99974 6.93318 2.92566  C26 1.090
37 H 0.42756 5.37178 2.32180  C26 1.096
38 H 0.67685 3.55243 3.46397  C28 1.098
39 H 0.80907 3.82201 5.22048  C28 1.095
40 H 2.39880 2.15166 4.54600  C29 1.095
41 H 3.30320 3.55535 5.04729  C29 1.091
42 H 3.06217 5.06447 2.34855  C31 1.088
43 H 4.19632 4.05887 1.48574  C31 1.095
44 H 5.47463 5.69226 2.68682  C32 1.097
45 H 5.77517 4.08728 3.39404  C32 1.094
46 H 5.80481 4.07140 5.57149  C34 1.095
47 H 5.00885 5.34480 6.50790  C34 1.091
48 H 6.40179 5.75977 5.48709  C34 1.094
49 C -2.39838 -3.69103 -8.10648  O50 1.411, H58 1.095, H59 1.090, H60 1.096
50 O -2.33184 -2.88695 -6.94832  C49 1.411, C51 1.423
51 C -3.58567 -2.32975 -6.57079  O50 1.423, C52 1.522, H61 1.098, H62 1.095
52 C -3.76938 -2.35603 -5.06046  C51 1.522, O53 1.425, H63 1.095, H64 1.091
53 O -3.97429 -3.64907 -4.49892  C52 1.425, C54 1.426
54 C -2.87347 -4.55485 -4.51535  O53 1.426, C55 1.523, H65 1.088, H66 1.095
55 C -1.71432 -4.17207 -3.60534  C54 1.523, O56 1.422, H67 1.097, H68 1.095
56 O -1.00487 -3.05296 -4.12008  C55 1.422, C57 1.413
57 C -0.60867 -2.13765 -3.11891  O56 1.413, H69 1.095, H70 1.091, H71 1.094
58 H -2.45621 -3.06487 -9.00264  C49 1.095
59 H -1.48989 -4.29178 -8.15340  C49 1.090
60 H -3.25538 -4.37346 -8.07682  C49 1.096
61 H -4.41693 -2.87324 -7.03917  C51 1.098
62 H -3.60278 -1.29212 -6.92064  C51 1.095
63 H -4.68180 -1.79552 -4.83336  C52 1.095
64 H -2.96131 -1.82957 -4.55047  C52 1.091
65 H -2.54024 -4.74486 -5.53352  C54 1.088
66 H -3.27868 -5.50229 -4.14630  C54 1.095
67 H -1.00855 -5.01025 -3.55553  C55 1.097
68 H -2.09485 -3.97486 -2.59822  C55 1.095
69 H -1.43075 -1.91153 -2.43229  C57 1.095
70 H -0.30886 -1.20942 -3.60781  C57 1.091
71 H 0.24597 -2.53657 -2.56366  C57 1.094

Results
- Highest occupied orbital energy: -8.885 eV
- F_max: 2.91 eV/A
- Electronic energy: -40770.54378 eV
- Structure (SMILES): N[C@H]1C[C@H](c2ccccc2)C(=O)N1.COCCOCCOC.COCCOCCOC